Density functional theory data (ωB97M-V/def2-TZVPD) for 3 unconnected molecules or ions with the total composition C5H13O3 at a distorted geometry.

Last columns: bonded neighbours and bond lengths (Å).
Atoms and positions in Å:
1 C -0.183 -0.371 1.609  O2 1.338, C3 1.646, H7 1.112, H8 1.114
2 O 0.982 -0.450 2.262  C1 1.338
3 C -0.423 1.075 0.862  C1 1.646, C4 1.539, H9 1.088, H10 1.084
4 C -1.106 1.040 -0.517  C3 1.539, C5 1.505, H11 1.100, H12 1.103
5 C -1.823 -0.196 -0.990  C4 1.505, C6 1.323, H13 1.082
6 C -3.100 -0.379 -1.279  C5 1.323, H14 1.087, H15 1.078
7 H -1.120 -0.529 2.187  C1 1.112
8 H -0.250 -1.018 0.705  C1 1.114
9 H -1.020 1.716 1.507  C3 1.088
10 H 0.572 1.502 0.810  C3 1.084
11 H -0.395 1.192 -1.343  C4 1.100
12 H -1.769 1.910 -0.658  C4 1.103
13 H -1.149 -1.038 -1.077  C5 1.082
14 H -3.767 0.459 -1.092  C6 1.087
15 H -3.600 -1.312 -1.485  C6 1.078
16 H 2.447 -0.361 -1.255  O18 0.994
17 H 1.146 -0.945 -1.741  O18 0.957
18 O 1.960 -0.585 -2.092  H16 0.994, H17 0.957
19 H 2.909 -0.830 0.721  O21 0.981
20 H 2.265 0.396 1.039  O21 0.975
21 O 2.810 0.054 0.307  H19 0.981, H20 0.975

The value obtained for the HOMO energy is -3.174 eV. The frontier orbital gap is 6.90 eV. Its energy above the lowest of the compared OMol25 structures with the same formula, charge and spin is 99.14 kJ/mol. Its charge is -1. The maximum force is 2.21 eV/Å.